Record 1
# C20H70N8O15

15 unconnected molecules or ions with the total composition C20H70N8O15 at a distorted geometry (wB97M-V/def2-TZVPD, the OMol25 dataset).

Properties
max |F|: 0.15057 hartree/bohr
calculated total energy: -64501.622 eV
energy relative to the best compared isomer or geometry (same formula, charge and spin): 73.9 kcal/mol

The geometry in ORCA input format:
```
! wB97M-V def2-TZVPD RIJCOSX def2/J DEFGRID3
* xyz 0 1
C -1.479 1.074 -5.086
C -1.749 0.226 -3.858
O -0.836 0.584 -2.868
H -1.450 2.194 -5.020
H -2.248 0.804 -5.776
H -0.546 0.761 -5.549
H -1.570 -0.808 -4.085
H -2.803 0.343 -3.527
H 0.067 0.184 -2.931
C -0.381 -3.192 3.578
C -1.242 -1.918 3.435
O -0.505 -0.747 3.167
H 0.053 -3.456 2.581
H -1.063 -4.032 3.825
H 0.332 -3.082 4.408
H -1.948 -1.803 4.252
H -1.839 -2.059 2.530
H -0.467 -0.508 2.257
C 1.117 3.546 -1.214
C 1.887 2.588 -2.066
O 3.260 3.048 -2.407
H 0.154 2.951 -0.971
H 0.894 4.488 -1.690
H 1.627 3.774 -0.298
H 1.289 2.437 -2.951
H 1.907 1.572 -1.622
H 3.918 2.614 -1.879
C 1.486 -5.612 0.971
C 2.153 -4.226 0.815
O 1.297 -3.329 0.298
H 0.854 -5.776 1.761
H 2.088 -6.507 0.980
H 0.874 -5.654 0.059
H 3.098 -4.326 0.357
H 2.462 -3.941 1.853
H 1.846 -2.535 0.274
C -2.412 3.534 2.398
C -3.111 4.032 1.163
O -2.160 4.046 0.148
H -1.956 4.398 2.879
H -1.794 2.727 2.152
H -3.128 3.177 3.091
H -3.682 4.973 1.304
H -3.745 3.301 0.820
H -2.724 3.944 -0.577
C 4.031 -1.938 -0.255
O 4.550 -2.615 -1.368
N 4.583 -1.616 0.890
N 2.860 -1.373 -0.325
H 5.391 -2.279 1.046
H 4.173 -1.144 1.827
H 2.367 -1.279 -1.274
H 2.527 -0.698 0.276
C -0.425 0.242 0.195
O 0.860 0.642 0.467
N -0.691 -1.002 0.430
N -1.458 0.950 -0.069
H 0.035 -1.674 0.579
H -1.644 -1.328 0.328
H -1.194 1.924 -0.206
H -2.438 0.692 -0.236
C -4.236 -0.516 -1.049
O -5.363 -1.114 -0.457
N -4.057 0.808 -1.075
N -3.184 -1.157 -1.508
H -4.964 1.256 -0.638
H -3.568 1.295 -1.791
H -3.294 -2.223 -1.546
H -2.293 -0.746 -1.805
C 4.681 1.693 0.269
O 3.457 1.662 1.030
N 5.525 0.710 0.086
N 5.090 2.779 -0.328
H 5.020 -0.123 0.508
H 6.365 0.707 -0.545
H 4.585 3.586 0.061
H 5.781 2.918 -1.108
C -3.599 0.265 2.761
O -4.035 -0.829 1.981
H -3.365 -0.027 3.738
H -4.409 0.937 2.751
H -2.714 0.752 2.384
H -4.186 -0.631 1.025
C -2.402 3.980 -3.026
O -2.620 2.785 -2.406
H -3.216 4.713 -2.693
H -2.270 3.945 -4.050
H -1.564 4.523 -2.641
H -1.932 2.131 -2.671
C -1.879 -4.079 -0.470
O -2.927 -3.942 -1.421
H -2.340 -3.956 0.489
H -1.163 -3.331 -0.567
H -1.414 -5.071 -0.500
H -3.649 -4.491 -1.088
C 0.939 2.934 2.573
O 2.268 2.932 3.002
H 0.758 3.143 1.534
H 0.312 3.518 3.208
H 0.768 1.860 2.770
H 2.816 2.630 2.234
C 2.551 -0.773 3.162
O 3.859 -0.369 2.987
H 2.171 -0.660 4.178
H 2.476 -1.833 3.042
H 1.891 -0.255 2.438
H 3.984 0.580 3.307
C 0.308 -2.490 -2.839
O 1.378 -1.549 -2.825
H -0.469 -2.153 -2.245
H 0.566 -3.456 -2.361
H 0.036 -2.725 -3.902
H 2.178 -1.856 -3.253
*
```

=====

Record 2
# C4H8FNO

2 unconnected molecules or ions with the total composition C4H8FNO at a distorted geometry (wB97M-V/def2-TZVPD, the OMol25 dataset).

Properties
max |F|: 0.09985 hartree/bohr
calculated total energy: -10530.147 eV
energy relative to the best compared isomer or geometry (same formula, charge and spin): 54.3 kcal/mol

The geometry in ORCA input format:
```
! wB97M-V def2-TZVPD RIJCOSX def2/J DEFGRID3
* xyz 0 1
C -1.520 1.085 -0.478
N -1.469 -0.373 -0.383
C -0.339 -0.950 -0.469
O 0.073 -2.170 -0.300
C 1.059 -1.120 -0.482
C 1.826 -0.804 0.769
H -0.471 1.646 -0.375
H -1.823 1.236 -1.411
H -2.159 1.557 0.181
H 1.515 -1.330 -1.365
H 2.318 0.250 0.662
H 2.712 -1.537 1.103
H 1.241 -0.955 1.679
F -3.978 -0.654 0.117
H -3.101 -0.908 0.169
*
```

=====

Record 3
# C2H5NP2

A single C2H5NP2 molecule at a distorted geometry (wB97M-V/def2-TZVPD, the OMol25 dataset).

Properties
max |F|: 0.09919 hartree/bohr
calculated total energy: -22219.434 eV
energy relative to the best compared isomer or geometry (same formula, charge and spin): 49.6 kcal/mol

The geometry in ORCA input format:
```
! wB97M-V def2-TZVPD RIJCOSX def2/J DEFGRID3
* xyz 0 1
H 0.680 1.410 -2.866
N 0.502 1.040 -1.922
P 1.498 0.145 -1.176
C 0.143 -0.398 0.542
C -1.151 0.213 0.706
P 0.631 -1.875 1.228
H 1.998 -1.767 0.821
H -0.941 1.310 0.783
H -2.034 0.031 0.139
H -1.325 -0.108 1.745
*
```

=====

Record 4
# C5H9N2

A gas-phase ion, C5H9N2 (charge +1) at a distorted geometry (wB97M-V/def2-TZVPD, the OMol25 dataset).

Properties
max |F|: 0.03879 hartree/bohr
calculated total energy: -8304.932 eV
energy relative to the best compared isomer or geometry (same formula, charge and spin): 18.5 kcal/mol

The geometry in ORCA input format:
```
! wB97M-V def2-TZVPD RIJCOSX def2/J DEFGRID3
* xyz 1 1
C -2.288 0.112 -0.522
C -1.262 -0.601 0.372
C 0.151 -0.127 0.195
C 0.847 0.210 -0.944
N 2.117 0.546 -0.551
C 2.285 0.310 0.743
N 1.103 -0.132 1.183
H -3.293 0.188 -0.135
H -2.306 -0.420 -1.476
H -1.922 1.108 -0.785
H -1.476 -0.447 1.436
H -1.353 -1.681 0.248
H 0.563 0.293 -1.978
H 2.718 0.986 -1.229
H 3.156 0.222 1.368
H 0.959 -0.567 2.076
*
```

=====

Question: max |F| of number 4 (C5H9N2)?
Answer: 0.03879 hartree/bohr

=====

Question: Look up the max |F| of the fourth one.
Answer: 0.03879 hartree/bohr

=====

Question: What is the calculated total energy in the first record?
Answer: -64501.622 eV

=====

Question: What is the formula in the second record?
Answer: C4H8FNO